Density functional theory data (the ωB97M-V functional and the def2-TZVPD basis) for C3H8CsN4O2 as an isolated structure in a non-equilibrium geometry.

charge = +1
HOMO = -11.471 eV
Kohn-Sham gap = 6.876 eV

Each line ends with the Mulliken charge.
Positions of all 18 atoms, in Å:
Cs1 1.55249 0.64640 -3.40925  1.045
O1 -0.38279 2.53752 1.52157  -0.575
O2 1.81060 2.65736 1.03553  -0.650
N1 -0.33358 -0.76105 -0.64399  -0.118
N2 0.25180 1.45792 -1.28302  -0.701
N3 -1.26097 -1.52008 1.43215  -0.440
N4 0.70424 0.62554 0.86992  -0.183
C1 -0.52786 -1.90556 0.27619  -0.573
C2 0.20125 0.41065 -0.33293  -0.185
C3 0.70801 2.17242 1.19737  0.646
H1 -1.17584 -2.17062 2.19421  0.216
H2 -2.22119 -1.27863 1.24806  0.197
H3 -1.04838 -2.65969 -0.31959  0.336
H4 -0.67251 -0.88764 -1.58032  0.277
H5 -0.64513 1.43100 -1.76597  0.364
H6 0.43176 -2.33031 0.55499  0.373
H7 1.65898 0.31463 1.03217  0.290
H8 0.94913 1.26013 -2.02710  0.681

Density functional theory data (the ωB97M-V functional and the def2-TZVPD basis) for C3H8CsO as an isolated structure in a non-equilibrium geometry.

ΔE to the lowest compared entry with this formula, charge and spin = 19.2 kcal/mol
charge = +1
HOMO = -13.128 eV
Kohn-Sham gap = 9.063 eV

Each line ends with the Mulliken charge.
Positions of all 13 atoms, in Å:
Cs1 4.14307 -0.73099 0.54866  1.018
O1 -1.47708 0.61813 -0.93118  -0.515
C1 0.55927 0.95645 0.14761  -0.797
C2 -0.34743 -0.10136 -0.48035  0.445
C3 -0.95974 -1.08334 0.50765  -1.222
H1 -1.65756 -1.71132 -0.04623  0.313
H2 -1.40076 -0.54060 1.34373  0.332
H3 -0.17717 -1.71341 0.93039  0.339
H4 0.11063 -0.61010 -1.32857  0.272
H5 0.02851 1.50754 0.92394  0.316
H6 0.94451 1.74206 -0.50240  0.375
H7 1.46242 0.53793 0.59175  -0.182
H8 -1.22863 1.12903 -1.70503  0.306

Density functional theory data (the ωB97M-V functional and the def2-TZVPD basis) for C3H8F11NO17S5Y as an isolated structure in a non-equilibrium geometry.

charge = -1
HOMO = -6.563 eV
Kohn-Sham gap = 7.517 eV

Each line ends with the Mulliken charge.
Positions of all 46 atoms, in Å:
Y1 -4.97090 20.93717 3.49777  1.695
S1 -6.06332 18.55412 6.25437  1.316
S2 -5.32434 23.99287 5.39720  0.813
S3 -2.47511 20.09830 6.43659  1.263
S4 -7.01180 22.55411 5.90853  0.710
S5 -5.95127 23.26017 0.98480  1.187
F1 -8.23472 17.07446 6.77715  -0.229
F2 -1.23297 22.36626 6.63444  -0.209
F3 -8.09114 21.51603 5.16810  -0.421
F4 -0.14418 20.91856 5.56562  -0.246
F5 -4.38466 25.13046 -0.00666  -0.226
F6 -3.90492 23.74011 4.67483  -0.301
F7 -8.49899 19.13328 7.07887  -0.204
F8 -8.44717 18.33820 5.03552  -0.197
F9 -0.28595 20.76454 7.69530  -0.200
F10 -6.30347 25.87359 0.45024  -0.224
F11 -4.85032 25.45201 2.07290  -0.169
O1 -3.13619 19.92737 7.73101  -0.664
O2 -5.52191 17.32046 5.66648  -0.860
O3 -6.71568 21.73491 7.06256  -0.484
O4 -4.09983 18.67770 3.59365  -0.500
O5 -7.88396 23.74743 6.10669  -0.589
O6 -5.75190 19.70475 5.37335  0.009
O7 -2.10007 18.74892 5.93075  -0.750
O8 -7.18652 20.30453 3.00162  -0.456
O9 -5.74931 18.75239 7.67999  -0.617
O10 -5.92868 22.70808 -0.32337  -0.660
O11 -5.05370 22.57501 1.97899  -0.356
O12 -5.00174 19.92883 1.39787  -0.419
O13 -2.86403 21.32865 2.69520  -0.393
O14 -7.31298 23.29316 1.60560  -0.717
O15 -3.28762 20.90665 5.50605  -0.439
O16 -4.97316 24.12728 6.83460  -0.542
O17 -5.72716 25.15646 4.71648  -0.549
N1 -5.91865 22.45543 4.80827  0.155
C1 -8.03883 18.28068 6.23020  0.640
C2 -5.32926 25.03444 0.87909  0.619
C3 -0.94098 21.08687 6.61255  0.491
H1 -5.75259 19.69445 0.85240  0.228
H2 -2.45363 22.18902 2.78220  0.193
H3 -2.16426 20.76042 2.37323  0.231
H4 -4.11150 18.19058 4.41754  0.186
H5 -4.35028 20.26030 0.77983  0.257
H6 -7.54716 19.56021 2.51979  0.184
H7 -3.63316 18.10641 2.98366  0.239
H8 -7.90007 20.94203 3.02767  0.207